[1]
{
  "formula": "C25H54O11P",
  "method": "ωB97M-V/def2-TZVPD",
  "homo_ev": -3.31,
  "total_charge": -1,
  "mol_weight_g_mol": 561.670,
  "gap_ev": 5.5,
  "multiplicity": 1,
  "species": ["O", "O", "C", "P", "C", "C", "C", "C", "C", "C", "H", "H", "H", "H", "H", "H", "H", "H", "H", "H", "H", "H", "C", "O", "C", "C", "O", "C", "C", "O", "C", "H", "H", "H", "H", "H", "H", "H", "H", "H", "H", "H", "H", "H", "H", "C", "O", "C", "C", "O", "C", "C", "O", "C", "H", "H", "H", "H", "H", "H", "H", "H", "H", "H", "H", "H", "H", "H", "C", "O", "C", "C", "O", "C", "C", "O", "C", "H", "H", "H", "H", "H", "H", "H", "H", "H", "H", "H", "H", "H", "H"],
  "coordinates": [[-0.59427, 5.47804, 0.03326], [-0.86650, 4.74369, -1.15256], [-2.31661, 4.76371, -1.25400], [-3.07939, 3.27409, -0.25713], [-4.82639, 4.09402, -0.48588], [-5.75659, 3.54760, -1.34965], [-6.99390, 4.17432, -1.47635], [-7.28708, 5.33025, -0.79625], [-6.35715, 5.90321, 0.06144], [-5.14106, 5.25565, 0.20302], [0.33449, 5.74613, 0.01481], [-2.63740, 4.70941, -2.30591], [-2.61498, 5.73806, -0.83715], [-3.30220, 2.55366, -1.53879], [-1.76046, 2.62698, -0.18922], [-2.88433, 3.96251, 1.01826], [-3.69611, 2.13877, 0.44632], [-5.54248, 2.64699, -1.92692], [-7.75651, 3.74252, -2.13113], [-8.24545, 5.83960, -0.91732], [-6.54053, 6.82728, 0.60857], [-4.35421, 5.65226, 0.85129], [-2.68414, -3.25062, 4.95490], [-2.50133, -3.13173, 3.56489], [-3.73880, -3.07050, 2.86982], [-3.53573, -2.55097, 1.45994], [-3.44977, -1.13907, 1.38809], [-2.21728, -0.56012, 1.80906], [-1.11052, -0.72485, 0.79197], [-0.51863, -2.01864, 0.89975], [0.26813, -2.32696, -0.22681], [-3.26022, -4.15183, 5.19943], [-1.70094, -3.32310, 5.41810], [-3.19230, -2.36498, 5.35403], [-4.43657, -2.41410, 3.40283], [-4.15211, -4.08891, 2.82951], [-4.42595, -2.81119, 0.88077], [-2.67942, -3.02764, 0.97721], [-1.92579, -0.92994, 2.79444], [-2.41862, 0.50872, 1.90766], [-0.32861, 0.02135, 0.98187], [-1.51541, -0.57845, -0.21522], [-0.35337, -2.36290, -1.12914], [0.71314, -3.30970, -0.07112], [1.07210, -1.59173, -0.35079], [1.73894, 2.86186, 1.56162], [3.07260, 3.33664, 1.65256], [3.46951, 4.01000, 0.47206], [4.71162, 4.83673, 0.73035], [4.43237, 6.09363, 1.33915], [4.12096, 6.05819, 2.72568], [5.33540, 5.85195, 3.60812], [5.67739, 4.47629, 3.67331], [6.96968, 4.27896, 4.19561], [1.62723, 2.17624, 0.71560], [1.50737, 2.32931, 2.48255], [1.04118, 3.69840, 1.45709], [2.66127, 4.66219, 0.12059], [3.68561, 3.25322, -0.29464], [5.15671, 5.08179, -0.23709], [5.45505, 4.27616, 1.29999], [3.34197, 5.32370, 2.93796], [3.70982, 7.04509, 2.95126], [5.10609, 6.19253, 4.62766], [6.17900, 6.43102, 3.21211], [7.72426, 4.73378, 3.54333], [7.15102, 3.20627, 4.24374], [7.04984, 4.69638, 5.20668], [1.58800, -9.70730, -2.49199], [1.26737, -8.46241, -3.06835], [0.58471, -7.61443, -2.15463], [0.60487, -6.18145, -2.64403], [1.82322, -5.50977, -2.33917], [2.93802, -5.84957, -3.15291], [2.88275, -5.22903, -4.53374], [2.05138, -5.99667, -5.39051], [1.70550, -5.28934, -6.56045], [0.68428, -10.22604, -2.15165], [2.07806, -10.31328, -3.25265], [2.28007, -9.57630, -1.65190], [1.05617, -7.67050, -1.16658], [-0.45473, -7.96224, -2.08457], [-0.16845, -5.63170, -2.10287], [0.36799, -6.11310, -3.70692], [3.07644, -6.93117, -3.20452], [3.80584, -5.43420, -2.63514], [3.89283, -5.21283, -4.96654], [2.50271, -4.20329, -4.45923], [1.12102, -4.39652, -6.31376], [1.09598, -5.94523, -7.18005], [2.60239, -5.00485, -7.12309]],
  "lowdin_charge": [-0.102, -0.255, -0.356, 0.373, -0.362, -0.123, -0.135, -0.150, -0.118, -0.138, 0.070, 0.076, 0.062, -0.052, -0.064, -0.038, -0.064, 0.085, 0.088, 0.086, 0.088, 0.086, -0.124, -0.201, -0.206, -0.191, -0.128, -0.176, -0.192, -0.207, -0.120, 0.083, 0.085, 0.088, 0.128, 0.122, 0.125, 0.120, 0.120, 0.115, 0.118, 0.134, 0.087, 0.080, 0.086, -0.090, -0.205, -0.205, -0.181, -0.133, -0.181, -0.207, -0.198, -0.120, 0.087, 0.088, 0.082, 0.123, 0.128, 0.124, 0.120, 0.125, 0.126, 0.125, 0.127, 0.086, 0.087, 0.085, -0.118, -0.203, -0.201, -0.176, -0.133, -0.183, -0.204, -0.203, -0.114, 0.086, 0.086, 0.088, 0.130, 0.127, 0.126, 0.123, 0.121, 0.127, 0.126, 0.131, 0.090, 0.086, 0.086]
}



[2]
{
  "formula": "C25H55BN2O11P",
  "method": "ωB97M-V/def2-TZVPD",
  "homo_ev": -10.73,
  "total_charge": 1,
  "mol_weight_g_mol": 601.504,
  "gap_ev": 6.2,
  "multiplicity": 1,
  "species": ["C", "O", "B", "O", "N", "C", "C", "P", "C", "C", "C", "C", "N", "H", "H", "H", "H", "H", "H", "H", "H", "H", "H", "H", "H", "H", "C", "O", "C", "C", "O", "C", "C", "O", "C", "H", "H", "H", "H", "H", "H", "H", "H", "H", "H", "H", "H", "H", "H", "C", "O", "C", "C", "O", "C", "C", "O", "C", "H", "H", "H", "H", "H", "H", "H", "H", "H", "H", "H", "H", "H", "H", "C", "O", "C", "C", "O", "C", "C", "O", "C", "H", "H", "H", "H", "H", "H", "H", "H", "H", "H", "H", "H", "H", "H"],
  "coordinates": [[0.88033, -3.72393, -3.09229], [0.94403, -2.34445, -2.63434], [0.36196, -1.50276, -3.50309], [0.85101, -1.12370, -4.70552], [-1.00013, -0.85700, -3.10293], [-2.11590, -1.57353, -3.10203], [-3.34523, -0.99725, -2.78280], [-4.97208, -1.86904, -2.73405], [-5.25441, -2.37833, -4.47985], [-4.59325, -3.41821, -1.82375], [-3.29882, 0.33570, -2.45154], [-2.07228, 1.01242, -2.48653], [-0.94535, 0.43487, -2.82001], [0.92594, -3.77864, -4.18287], [1.75094, -4.23914, -2.69412], [-0.03475, -4.18830, -2.72274], [0.33615, -1.34594, -5.48832], [-2.05014, -2.63128, -3.33954], [-5.37010, -3.46297, -4.52185], [-6.19101, -1.92666, -4.80530], [-4.45324, -2.08310, -5.15935], [-4.49207, -4.28936, -2.47278], [-5.40892, -3.58602, -1.12219], [-3.67638, -3.31066, -1.24042], [-4.20506, 0.85684, -2.16497], [-2.00885, 2.06432, -2.22920], [3.42462, -0.50942, -1.90667], [4.62250, -0.89330, -1.28354], [5.65919, 0.06144, -1.44693], [6.70867, -0.09641, -0.37225], [6.33756, 0.45523, 0.87776], [5.42802, -0.28772, 1.67109], [6.04129, -1.48869, 2.35228], [6.16040, -2.57275, 1.44861], [7.10658, -3.52553, 1.87852], [3.55350, -0.39526, -2.99194], [2.69682, -1.29230, -1.71335], [3.05047, 0.43678, -1.49200], [5.24769, 1.07751, -1.40079], [6.12980, -0.08111, -2.42938], [7.58353, 0.47647, -0.68569], [7.00346, -1.14405, -0.27654], [4.54740, -0.58646, 1.09670], [5.10787, 0.40507, 2.45170], [5.39917, -1.78652, 3.19308], [7.02647, -1.21292, 2.74778], [8.10404, -3.08091, 1.96852], [7.13863, -4.31510, 1.13067], [6.82680, -3.96237, 2.84415], [-0.99737, -2.16449, 0.17775], [-1.40448, -2.02375, 1.50590], [-2.75026, -1.59159, 1.61628], [-3.34314, -1.96550, 2.95424], [-3.73325, -3.32172, 3.04172], [-2.70469, -4.28003, 3.24739], [-2.15669, -4.30211, 4.65449], [-1.24082, -3.24035, 4.84308], [-1.04082, -2.93853, 6.20748], [-1.07646, -1.21058, -0.36759], [0.04128, -2.48818, 0.16563], [-1.60912, -2.92310, -0.33790], [-3.35868, -2.04842, 0.82250], [-2.78500, -0.49822, 1.50033], [-4.26750, -1.39536, 3.06869], [-2.66632, -1.68505, 3.76406], [-1.89131, -4.15242, 2.52847], [-3.17963, -5.24443, 3.05943], [-1.64595, -5.26048, 4.82116], [-2.98708, -4.22241, 5.36671], [-1.97771, -2.63278, 6.68637], [-0.33171, -2.11544, 6.25856], [-0.62912, -3.79589, 6.75110], [-3.97973, 6.70954, 1.31952], [-2.81641, 6.75286, 0.52489], [-1.92559, 7.77683, 0.93676], [-0.52107, 7.49779, 0.45811], [0.16682, 6.52507, 1.22880], [-0.17111, 5.17182, 1.00570], [0.41382, 4.59474, -0.26343], [-0.34237, 4.98814, -1.39742], [0.38611, 4.86095, -2.59613], [-4.54238, 7.64813, 1.26179], [-4.60508, 5.90275, 0.94177], [-3.73641, 6.51036, 2.36951], [-1.92301, 7.85734, 2.03054], [-2.25746, 8.73639, 0.51773], [0.05562, 8.41573, 0.58325], [-0.52168, 7.23841, -0.60304], [-1.25352, 5.01961, 1.03160], [0.27084, 4.62736, 1.84294], [0.41111, 3.49620, -0.18877], [1.45190, 4.93174, -0.36703], [1.29295, 5.47450, -2.59267], [-0.25658, 5.19459, -3.40878], [0.67218, 3.81449, -2.77086]],
  "lowdin_charge": [0.008, 0.049, -0.665, 0.247, 0.054, -0.008, -0.336, 0.934, -0.274, -0.278, -0.006, -0.041, 0.171, 0.101, 0.111, 0.095, 0.136, 0.154, 0.040, 0.033, 0.038, 0.043, 0.040, 0.008, 0.120, 0.135, -0.111, -0.187, -0.200, -0.184, -0.122, -0.186, -0.209, -0.200, -0.112, 0.097, 0.069, 0.095, 0.129, 0.129, 0.130, 0.125, 0.121, 0.128, 0.129, 0.130, 0.090, 0.087, 0.089, -0.115, -0.169, -0.197, -0.181, -0.123, -0.181, -0.209, -0.200, -0.106, 0.079, 0.098, 0.078, 0.111, 0.130, 0.132, 0.128, 0.121, 0.128, 0.131, 0.132, 0.090, 0.089, 0.091, -0.114, -0.201, -0.205, -0.180, -0.119, -0.190, -0.207, -0.207, -0.116, 0.090, 0.084, 0.089, 0.130, 0.130, 0.131, 0.123, 0.122, 0.130, 0.121, 0.131, 0.093, 0.088, 0.080]
}